# C35H51KO19PbPdS5

A molecular structure, C35H51KO19PbPdS5 in a non-equilibrium geometry (ωB97M-V/def2-TZVPD, OMol25).

Energy above the lowest of the compared OMol25 structures with the same formula, charge and spin ... 61.1 kcal/mol
⟨S²⟩ ... 2.007
2S+1 ... 3
HOMO (alpha / beta) ... -6.8 / -6.8 eV

Geometry as XYZ:
```
113
Properties=species:S:1:pos:R:3:lowdin_charge:R:1
H -3.305 3.374 3.933 0.115
H 2.377 2.431 0.398 0.103
H -2.345 -2.735 -6.882 0.070
O 6.220 0.330 1.842 -0.343
H 0.374 -3.603 2.779 0.093
O -2.893 2.089 6.818 -0.331
S 2.891 -0.432 -4.771 0.731
H 4.898 3.297 1.307 0.101
C -0.762 -1.945 0.457 -0.005
K 1.240 -6.420 0.071 0.884
C -1.402 2.408 4.687 -0.211
H 1.471 -3.459 6.227 0.119
H 3.565 -4.238 5.333 0.102
O 2.364 -1.549 -3.980 -0.509
O 3.310 -0.559 -6.154 -0.322
S 2.858 -4.050 2.998 0.720
H 3.051 0.076 3.413 0.095
C 4.468 2.315 1.107 -0.165
H -3.646 -1.608 0.160 0.098
O -0.565 3.181 0.698 -0.154
H -2.803 0.787 2.500 0.087
C 4.372 0.299 -3.952 -0.190
C -0.219 -2.862 -1.781 -0.384
C 0.459 6.524 1.414 -0.326
C -5.752 -1.577 0.825 -0.275
H -6.785 1.598 -0.060 0.114
H 2.992 2.687 -5.011 0.130
H -4.919 -2.082 -1.120 0.116
C 2.758 0.422 1.299 -0.212
H -1.622 -1.997 -5.413 0.065
O 0.969 -2.934 -6.516 -0.421
H 2.118 2.888 -3.596 0.124
H 0.421 -4.396 5.082 0.121
C -3.283 1.265 3.353 -0.163
H -5.078 -1.552 1.681 0.125
C -3.153 0.428 4.706 -0.204
O -0.006 -3.856 -2.575 -0.275
H -2.095 3.132 2.845 0.085
H -0.964 -2.029 1.514 0.100
H -6.158 -2.588 0.791 0.130
O 2.743 -5.216 2.155 -0.444
O -1.047 0.417 6.545 -0.372
H -7.421 -0.764 -0.111 0.132
C -0.619 -0.481 -1.556 -0.289
C 2.973 1.991 1.198 -0.207
S -4.839 0.171 -0.717 0.752
H 2.555 2.407 2.115 0.118
H 2.815 -0.241 0.435 0.105
H 4.951 -0.431 -3.386 0.106
O -5.278 0.206 -2.120 -0.333
C -2.568 2.613 3.678 -0.208
H -1.163 3.313 5.244 0.114
C -4.666 -1.530 -0.215 -0.203
S 5.121 1.050 2.414 0.740
H 4.836 2.053 0.115 0.080
C -0.780 -0.575 -0.066 -0.325
O -0.032 3.743 -1.738 -0.162
O 5.228 1.769 3.720 -0.365
C 3.738 1.498 -3.279 -0.222
C 3.607 -0.047 2.484 -0.210
C 2.622 -4.502 4.853 -0.162
H 0.414 -1.918 4.689 0.113
H -0.430 5.060 2.570 0.114
H -0.262 -4.170 -8.437 0.072
C 1.304 -3.767 5.195 -0.210
O -0.742 -4.252 0.206 -0.120
C -0.106 4.348 0.549 -0.338
S -2.083 1.295 5.919 0.695
H -1.509 -3.646 -5.732 0.066
C 1.292 -2.473 4.358 -0.223
H -7.244 -0.556 1.745 0.133
C -0.268 -2.485 -7.139 -0.564
C 2.683 2.124 -4.130 -0.230
C 0.919 6.847 -0.011 -0.305
C 1.803 1.058 -4.654 -0.186
H -5.667 1.158 1.275 0.079
H 2.060 -1.723 4.548 0.111
H -0.291 -1.431 -7.414 0.121
H -0.285 -1.603 -3.451 0.104
H -2.503 -0.391 4.397 0.074
O 1.457 7.996 -0.252 -0.005
H -0.617 1.926 4.104 0.109
H 5.013 0.453 -4.821 0.100
C 0.286 4.675 -0.899 -0.324
O 0.500 7.326 2.451 -0.013
O 4.041 -3.244 2.934 -0.314
H 2.439 -5.573 4.940 0.089
H 1.682 0.290 1.415 0.086
C -6.787 -0.579 0.756 -0.255
H 3.202 1.114 -2.411 0.119
H 4.491 2.236 -3.004 0.128
C -6.232 0.790 0.419 -0.145
H 1.416 1.184 -5.665 0.113
C -0.589 -3.087 -0.325 -0.355
H 3.987 -1.067 2.419 0.060
O -3.558 0.851 -0.405 -0.402
H 0.186 -2.681 -9.283 0.072
O -0.865 0.626 -1.958 -0.035
H 1.004 6.418 -2.131 0.105
C -0.472 -3.104 -8.524 -0.081
C -1.463 -2.685 -6.243 -0.087
Pd -1.422 2.268 -0.873 1.153
H 0.908 0.779 -4.099 0.094
C -0.046 5.279 1.584 -0.010
Pb 1.902 -4.193 -4.291 1.547
O -0.986 0.492 0.575 -0.059
C 1.268 -2.993 2.908 -0.175
H -4.045 -0.049 5.112 0.098
H 1.329 -2.257 2.107 0.079
H -4.355 1.435 3.255 0.091
C 0.760 6.014 -1.160 0.028
H -1.469 -2.953 -8.936 0.070
C -0.245 -1.667 -2.374 0.025
```

# C38H58BFeN12OPS

A molecular structure, C38H58BFeN12OPS (ωB97M-V/def2-TZVPD, OMol25).

Energy above the lowest of the compared OMol25 structures with the same formula, charge and spin ... 32.8 kcal/mol
Total charge ... +2
⟨S²⟩ ... 6.042
2S+1 ... 5
HOMO (alpha / beta) ... -13.5 / -13.5 eV

Geometry as XYZ:
```
113
Properties=species:S:1:pos:R:3:lowdin_charge:R:1
H -1.765 5.377 -2.137 0.100
H 0.317 3.693 -6.560 0.122
C -0.686 5.492 -2.105 -0.197
H -3.463 1.191 -2.035 0.092
C -0.673 3.221 2.676 0.019
C 0.323 2.526 1.991 -0.313
C -6.084 1.022 4.537 -0.022
H 2.960 1.718 -2.735 0.081
C -0.849 3.196 -4.817 -0.173
H -5.591 1.839 -0.313 0.105
H -3.743 -2.360 2.251 0.132
H 3.560 0.152 1.092 0.051
C -3.779 -0.702 -0.301 -0.047
H 2.260 2.323 2.819 0.099
H -4.811 3.900 -2.397 0.121
H -0.387 5.927 -3.063 0.118
H -2.780 2.528 3.027 0.108
C -0.350 0.853 -4.097 -0.197
C 1.356 4.152 -1.583 -0.184
C -2.756 3.700 -0.513 -0.172
H 1.199 2.848 -5.298 0.107
H 1.876 5.810 -2.851 0.118
C 4.074 -0.104 -2.536 -0.403
H 1.605 6.387 0.132 0.109
N -2.587 -0.349 0.211 0.036
H 0.727 0.737 -3.966 0.113
H -0.721 1.723 -7.362 0.117
C 5.519 0.715 -4.725 -0.043
N -0.070 4.160 -1.952 -0.187
H -0.335 -1.634 -2.742 0.072
C 1.790 2.791 1.951 -0.010
H 1.955 -2.864 0.077 0.066
C 0.794 -2.220 1.756 -0.290
H 3.033 5.482 -1.579 0.121
N -2.405 3.021 -1.785 -0.159
S 3.218 -0.680 -1.096 1.017
H -0.836 0.150 -3.429 0.054
C -3.799 2.905 0.252 -0.172
N 0.059 -1.223 1.242 0.012
H 2.301 -3.691 1.591 0.097
H 0.862 1.124 -6.922 0.114
N -0.168 1.570 -1.265 -0.051
C 1.274 6.548 -0.897 -0.169
O 1.817 -0.051 -1.198 -0.591
H -1.831 3.144 -5.299 0.128
H -4.320 -1.697 -2.192 0.125
C -0.056 1.550 -6.515 -0.172
C 0.167 -2.711 2.900 0.021
H 4.028 1.352 -0.165 0.065
H 5.292 -1.880 -2.560 0.118
N -4.051 0.734 3.196 0.125
C -1.804 2.433 2.585 -0.051
C -4.827 2.861 -2.061 -0.156
H -3.148 4.695 -0.741 0.125
N -3.394 -0.278 2.566 -0.011
H 1.443 3.886 -0.533 0.093
C 5.085 -0.923 -3.022 -0.071
H -3.978 3.387 1.214 0.118
C -0.264 6.416 -0.972 -0.152
C -5.129 0.199 3.739 -0.331
C 1.966 5.527 -1.800 -0.172
Fe 0.095 0.230 -0.159 0.804
H -6.976 0.448 4.778 0.081
H -0.748 4.199 -4.405 0.100
C -3.576 -1.275 -1.538 0.013
P -0.847 2.744 -2.178 0.654
H -0.441 -0.460 -5.775 0.118
H -3.332 2.199 -3.479 0.111
H -4.684 -0.560 0.267 0.138
H 4.264 2.455 -4.718 0.113
H -1.815 0.617 -5.640 0.118
C 5.818 -0.498 -4.120 -0.045
H -0.564 4.142 3.222 0.121
C 2.056 -2.727 1.152 -0.024
H -6.386 1.913 3.987 0.078
N -0.786 2.212 -3.719 -0.184
H -0.666 6.035 -0.030 0.105
N -1.053 -1.095 2.024 0.036
C 3.760 1.108 -3.131 -0.077
C -2.189 -1.264 -1.733 -0.303
C -4.085 -1.444 2.706 -0.098
H 2.250 2.380 1.053 0.044
B -2.187 -0.059 1.707 -0.631
H 2.000 3.858 1.999 0.089
H 2.896 -2.062 1.352 0.062
C 4.062 0.306 0.137 -0.202
C -1.381 -1.937 -2.790 -0.012
H -0.726 7.389 -1.139 0.121
C -5.103 2.785 -0.554 -0.160
C 0.243 2.888 -5.828 -0.167
H 6.085 1.037 -5.588 0.120
N -0.194 1.402 1.495 0.017
C -0.728 0.566 -5.541 -0.164
H -1.849 3.833 0.080 0.099
H -5.614 2.363 -2.626 0.122
H 0.509 -3.512 3.531 0.121
H 6.612 -1.119 -4.511 0.121
H -1.769 -1.733 -3.787 0.089
H 1.589 7.554 -1.168 0.116
H -5.627 1.346 5.472 0.084
H -1.762 -2.015 3.778 0.136
H 1.884 3.391 -2.164 0.092
H -3.390 1.918 0.466 0.071
C -0.985 -1.969 3.034 -0.017
C -3.490 2.223 -2.403 -0.163
H -1.422 -3.016 -2.635 0.102
C 4.491 1.513 -4.237 -0.051
N -1.505 1.334 1.871 0.049
N -1.621 -0.689 -0.675 0.017
C -5.197 -1.186 3.456 0.003
H -5.799 3.575 -0.271 0.117
H -5.958 -1.881 3.765 0.113
H 5.093 -0.041 0.198 0.081
```

# C2H6FHgO2

A molecular structure, C2H6FHgO2 in a non-equilibrium geometry (ωB97M-V/def2-TZVPD, OMol25).

Energy above the lowest of the compared OMol25 structures with the same formula, charge and spin ... 0.0 kcal/mol
Total charge ... +1
HOMO ... -15.5 eV

Geometry as XYZ:
```
12
Properties=species:S:1:pos:R:3:lowdin_charge:R:1
H -2.751 3.422 1.239 0.098
O -2.878 1.778 2.506 -0.064
H -4.060 2.244 0.856 0.110
Hg 0.097 1.776 0.061 1.425
O 0.540 2.156 -1.626 -0.504
H 1.197 1.723 -2.169 0.005
F -0.820 1.209 1.545 -0.384
C -3.508 2.748 1.660 -0.012
H -2.047 -0.031 2.655 0.159
C -2.289 0.759 1.943 -0.092
H -4.196 3.314 2.294 0.114
H -2.673 0.432 0.969 0.146
```

# C5H10O4

2 unconnected molecules or ions with the total composition C5H10O4 in a non-equilibrium geometry (ωB97M-V/def2-TZVPD, OMol25).

Energy above the lowest of the compared OMol25 structures with the same formula, charge and spin ... 62.2 kcal/mol
SMILES string ... CC(=O)CO.CC(=O)O
HOMO ... -8.7 eV

Geometry as XYZ:
```
19
Properties=species:S:1:pos:R:3:lowdin_charge:R:1
H -1.708 0.591 1.304 0.068
H 2.643 1.449 1.342 0.105
H -0.863 0.289 -2.645 0.088
O -1.962 -0.232 0.837 -0.080
H -2.072 -0.458 -1.594 0.081
C 1.937 0.616 1.338 0.021
C 0.007 -0.773 -1.020 -0.393
O -0.245 1.712 1.385 0.075
H -1.109 -1.467 -2.672 0.096
H 1.783 0.247 2.353 0.097
H -1.079 -1.980 0.387 0.112
C -1.082 -0.586 -2.028 -0.014
H 2.344 -0.188 0.725 0.089
H -0.014 1.872 -0.869 0.126
C 0.625 1.092 0.799 -0.484
O 0.740 1.291 -0.655 0.009
H -0.188 -1.119 1.547 0.111
O 1.023 -1.396 -1.178 0.063
C -0.783 -0.960 0.642 -0.170
```

Values of electronic energy, in order: -5705.024857; -4242.851560; -483.181892; -497.409312, all in hartree.